Record 1
ORCA calculation (ωB97M-V/def2-TZVPD) on 2 unconnected molecules or ions with the total composition C4H10N2O.

The HOMO energy (spin up / spin down) is 1.17 / -4.44 eV. Its spin multiplicity is 2. As for the LUMO energy (spin up / spin down): 0.14949 / 0.14481 Ha. For the energy relative to the best compared isomer or geometry (same formula, charge and spin), the calculation gives 0.278 eV. Its HOMO-LUMO gap (spin up / spin down) is 0.107 / 0.308 Ha. As for the total charge: -1. Its total energy is -343.112393 Ha.

Positions of all 17 atoms, in Å:
C1 -1.840 -1.955 -0.727
N1 -2.557 -0.814 -0.767
O1 -2.214 -3.004 -0.243
H1 -0.855 -1.807 -1.193
H2 -3.492 -0.754 -0.401
H3 -2.127 0.041 -1.096
C2 1.501 -0.133 1.281
C3 1.071 0.832 0.226
C4 1.524 0.755 -1.029
N2 0.275 1.857 0.689
H4 0.639 -0.476 1.863
H5 2.237 0.318 1.945
H6 1.970 -1.014 0.840
H7 1.370 1.515 -1.780
H8 2.099 -0.111 -1.335
H9 0.339 2.124 1.664
H10 0.061 2.626 0.063

Computed Mulliken charges, given in elementary charges: C -0.41; N -0.66; O -0.33; H 0.24; H 0.39; H 0.53; C -1.89; C 0.67; C -1.41; N -2.36; H 0.46; H 0.65; H 0.38; H 0.62; H 0.33; H 0.86; H 0.93

=====

Record 2
ORCA calculation (ωB97M-V/def2-TZVPD) on C5H8N2O in the gas phase at a distorted geometry.

The HOMO energy is -9.51 eV. Its spin multiplicity is 1. As for the LUMO energy: 0.03953 Ha. For the energy relative to the best compared isomer or geometry (same formula, charge and spin), the calculation gives 3.868 eV. As for the SMILES: CC(=O)N1[C@H]2CCN21. Its HOMO-LUMO gap is 0.389 Ha. Its total energy is -379.946025 Ha.

Positions of all 16 atoms, in Å:
C1 0.955 -1.299 2.261
C2 -0.374 -1.156 1.547
O1 -1.377 -1.679 1.912
N1 -0.427 -0.279 0.442
C3 -0.850 -0.674 -0.818
C4 -1.289 0.610 -1.546
C5 0.073 1.162 -1.224
N2 0.505 -0.188 -0.607
H1 1.438 -0.445 2.030
H2 1.560 -2.153 1.783
H3 0.687 -1.443 3.348
H4 -1.327 -1.655 -0.927
H5 -2.084 1.095 -1.099
H6 -1.408 0.426 -2.532
H7 0.603 1.367 -2.076
H8 0.253 2.048 -0.555

Computed Mulliken charges, given in elementary charges: C -0.97; C 0.48; O -0.55; N 0.00; C 0.28; C -0.83; C -0.28; N -0.66; H 0.38; H 0.24; H 0.29; H 0.42; H 0.28; H 0.34; H 0.32; H 0.26

=====

Record 3
ORCA calculation (ωB97M-V/def2-TZVPD) on C6H9NS in the gas phase at a distorted geometry.

The HOMO energy is -9.38 eV. Its spin multiplicity is 1. As for the LUMO energy: 0.02754 Ha. For the energy relative to the best compared isomer or geometry (same formula, charge and spin), the calculation gives 2.230 eV. As for the SMILES: C[C@@H](S)C1(C#N)CC1. Its HOMO-LUMO gap is 0.372 Ha. Its total energy is -686.880879 Ha.

Positions of all 17 atoms, in Å:
C1 0.982 -0.939 -1.393
C2 0.818 -0.590 -0.005
S1 2.338 -0.004 0.754
C3 -0.412 0.370 0.193
C4 -0.122 1.616 -0.448
N1 0.017 2.606 -0.980
C5 -1.179 0.442 1.548
C6 -1.873 -0.094 0.382
H1 1.180 -0.022 -1.930
H2 -0.072 -1.301 -1.739
H3 1.632 -1.785 -1.479
H4 0.668 -1.555 0.620
H5 2.846 1.052 -0.130
H6 -1.175 1.463 1.803
H7 -1.012 -0.342 2.272
H8 -1.797 -1.130 0.497
H9 -2.840 0.215 0.033

Computed Mulliken charges, given in elementary charges: C -1.23; C -0.12; S -0.22; C 0.99; C -0.10; N -0.46; C -0.77; C -0.81; H 0.41; H 0.26; H 0.35; H 0.29; H 0.15; H 0.36; H 0.26; H 0.30; H 0.35

=====

Record 4
ORCA calculation (ωB97M-V/def2-TZVPD) on a molecular structure, C20H17F4N3OReS at a distorted geometry.

The HOMO energy (spin up / spin down) is -14.46 / -14.73 eV. Its spin multiplicity is 2. As for the LUMO energy (spin up / spin down): -0.34030 / -0.33363 Ha. For the energy relative to the best compared isomer or geometry (same formula, charge and spin), the calculation gives 0.000 eV. Its HOMO-LUMO gap (spin up / spin down) is 0.191 / 0.208 Ha. As for the total charge: +2. Its total energy is -1887.147667 Ha.

Positions of all 47 atoms, in Å:
Re1 -0.230 -0.384 0.119
C1 -0.730 -0.244 -2.982
N1 0.257 -0.794 -2.024
C2 0.428 -2.241 -2.294
C3 1.552 -0.087 -2.189
C4 2.540 -0.507 -1.112
N2 1.855 -0.564 0.171
C5 2.517 -0.868 1.328
C6 1.795 -0.754 2.533
F1 0.513 -0.302 2.427
C7 2.311 -1.061 3.765
F2 1.559 -0.936 4.842
C8 3.625 -1.500 3.867
C9 4.383 -1.599 2.714
F3 5.636 -1.997 2.783
C10 3.856 -1.294 1.469
F4 4.628 -1.427 0.402
H1 -0.359 -0.357 -4.003
H2 -1.669 -0.783 -2.884
H3 -0.900 0.813 -2.785
H4 0.831 -2.385 -3.299
H5 1.103 -2.700 -1.576
H6 -0.537 -2.740 -2.235
H7 1.972 -0.304 -3.174
H8 1.356 0.984 -2.141
H9 2.983 -1.475 -1.353
H10 3.369 0.206 -1.085
H11 4.039 -1.769 4.830
S1 -4.250 1.666 0.006
C11 -4.604 -0.007 0.002
C12 -3.488 -0.784 0.009
C13 -2.276 -0.034 -0.004
C14 -2.568 1.345 -0.017
C15 -1.507 2.323 -0.014
C16 -1.685 3.702 -0.002
C17 -0.579 4.533 0.026
C18 0.688 3.963 0.047
C19 0.798 2.588 0.031
N3 -0.265 1.770 -0.007
H12 -5.632 -0.339 0.015
H13 -3.541 -1.864 0.018
H14 -2.688 4.106 -0.012
H15 -0.700 5.608 0.037
H16 1.578 4.573 0.077
H17 1.773 2.119 0.050
O1 -0.940 -3.330 0.764
C20 -0.649 -2.274 0.489

Computed Mulliken charges, given in elementary charges: Re 1.97; C -1.02; N -0.04; C -1.22; C -1.14; C -0.91; N 0.20; C -0.17; C 0.47; F -0.45; C -0.03; F -0.25; C -0.33; C 0.05; F -0.25; C 0.41; F -0.28; H 0.46; H 0.41; H 0.28; H 0.36; H 0.40; H 0.44; H 0.47; H 0.47; H 0.59; H 0.59; H 0.54; S -0.14; C -0.47; C -0.73; C 0.42; C -0.21; C 1.53; C -1.02; C -0.48; C -0.99; C -0.03; N -0.28; H 0.49; H 0.38; H 0.47; H 0.47; H 0.46; H 0.50; O -0.31; C -0.10

=====

Record 5
ORCA calculation (ωB97M-V/def2-TZVPD) on 9 unconnected molecules or ions with the total composition C8H36N2O9 at a distorted geometry.

The HOMO energy is -8.97 eV. Its spin multiplicity is 1. As for the LUMO energy: 0.01434 Ha. For the energy relative to the best compared isomer or geometry (same formula, charge and spin), the calculation gives 2.800 eV. As for the SMILES: COC[C@H](C)N.COC[C@H](C)N.O.O.O.O.O.O.O. Its HOMO-LUMO gap is 0.344 Ha. Its total energy is -1112.950497 Ha.

Positions of all 55 atoms, in Å:
C1 -0.400 -0.859 -5.321
O1 -0.708 0.215 -6.301
C2 0.502 0.838 -6.744
C3 0.407 1.520 -8.102
C4 0.440 0.606 -9.358
N1 1.342 2.579 -8.367
H1 0.632 -1.202 -5.395
H2 -1.149 -1.642 -5.440
H3 -0.513 -0.621 -4.263
H4 0.872 1.608 -6.066
H5 1.323 0.121 -6.771
H6 -0.566 1.997 -7.978
H7 -0.528 0.117 -9.464
H8 1.262 -0.108 -9.302
H9 0.516 1.256 -10.230
H10 2.258 2.296 -8.051
H11 1.481 2.823 -9.337
C5 0.807 4.222 4.278
O2 1.797 3.265 4.168
C6 2.188 2.591 5.388
C7 3.154 1.487 5.278
C8 4.558 1.952 4.817
N2 2.761 0.348 4.426
H12 0.774 4.720 5.247
H13 -0.199 3.833 4.117
H14 0.876 4.972 3.490
H15 2.521 3.289 6.156
H16 1.270 2.159 5.786
H17 3.301 1.097 6.285
H18 4.723 3.025 4.911
H19 4.833 1.673 3.800
H20 5.430 1.517 5.305
H21 2.767 0.745 3.497
H22 3.549 -0.284 4.440
O3 -1.808 -2.666 1.378
H23 -2.423 -3.366 1.159
H24 -0.945 -3.073 1.302
O4 -0.331 1.504 0.509
H25 0.060 1.921 1.276
H26 -0.277 0.566 0.691
O5 -4.694 0.338 2.880
H27 -5.066 0.929 2.225
H28 -4.016 -0.146 2.408
O6 -1.587 -1.664 6.068
H29 -0.658 -1.489 5.922
H30 -2.037 -1.141 5.404
O7 -6.899 -3.384 3.612
H31 -7.608 -3.619 4.210
H32 -6.671 -2.486 3.851
O8 2.075 -5.039 0.223
H33 2.999 -5.280 0.293
H34 1.627 -5.861 0.023
O9 -4.352 -5.908 0.401
H35 -4.876 -5.581 1.133
H36 -4.795 -6.712 0.130

Computed Mulliken charges, given in elementary charges: C -0.60; O -0.33; C -0.67; C 0.52; C -1.29; N -0.71; H 0.30; H 0.23; H 0.27; H 0.33; H 0.32; H 0.15; H 0.32; H 0.29; H 0.40; H 0.23; H 0.25; C -0.79; O -0.35; C -0.89; C 0.56; C -1.38; N -0.72; H 0.33; H 0.30; H 0.27; H 0.40; H 0.41; H 0.28; H 0.33; H 0.35; H 0.39; H 0.25; H 0.27; O -0.63; H 0.32; H 0.31; O -0.64; H 0.32; H 0.32; O -0.63; H 0.31; H 0.32; O -0.64; H 0.32; H 0.31; O -0.63; H 0.32; H 0.32; O -0.63; H 0.31; H 0.32; O -0.63; H 0.33; H 0.31

=====

Record 6
ORCA calculation (ωB97M-V/def2-TZVPD) on 2 unconnected molecules or ions with the total composition C30H33ClNO5S at a distorted geometry.

The HOMO energy is -2.86 eV. Its spin multiplicity is 1. As for the LUMO energy: 0.01770 Ha. For the energy relative to the best compared isomer or geometry (same formula, charge and spin), the calculation gives 0.000 eV. Its HOMO-LUMO gap is 0.123 Ha. As for the total charge: -1. Its total energy is -2452.165226 Ha.

Positions of all 71 atoms, in Å:
O1 -1.359 -3.782 4.534
N1 -0.832 -4.139 3.453
O2 -0.001 -5.074 3.368
C1 -1.199 -3.447 2.261
C2 -0.631 -3.819 1.030
C3 -1.003 -3.149 -0.134
C4 -1.934 -2.096 -0.085
S1 -2.427 -1.226 -1.615
C5 -1.435 0.178 -1.678
Cl1 -1.513 1.257 -2.922
O3 -2.085 -2.160 -2.667
O4 -3.814 -0.867 -1.397
C6 -2.508 -1.742 1.147
C7 -2.140 -2.403 2.317
H1 0.096 -4.628 1.001
H2 -0.564 -3.469 -1.075
H3 -0.736 0.366 -0.871
H4 -3.254 -0.954 1.212
H5 -2.571 -2.124 3.276
C8 0.543 6.343 -2.262
C9 -0.655 6.610 -3.178
C10 -1.929 6.539 -2.344
C11 -0.539 8.016 -3.772
C12 -0.668 5.572 -4.316
C13 -1.705 4.701 -4.511
C14 -1.715 3.732 -5.557
C15 -2.811 2.844 -5.723
C16 -2.878 1.916 -6.756
C17 -3.937 1.057 -6.978
C18 -3.975 0.104 -8.040
C19 -5.104 -0.744 -8.176
C20 -5.171 -1.692 -9.187
C21 -4.110 -1.823 -10.100
C22 -2.985 -0.995 -9.989
C23 -2.912 -0.044 -8.979
C24 -0.587 3.702 -6.429
C25 0.491 4.533 -6.304
C26 1.700 4.464 -7.261
C27 1.873 5.814 -7.961
C28 1.517 3.391 -8.332
C29 2.963 4.132 -6.462
C30 0.494 5.512 -5.216
O5 1.478 6.279 -5.057
H6 1.465 6.429 -2.841
H7 0.561 7.065 -1.438
H8 0.468 5.329 -1.855
H9 -2.806 6.750 -2.966
H10 -2.036 5.551 -1.883
H11 -1.887 7.288 -1.544
H12 -1.388 8.196 -4.440
H13 -0.538 8.768 -2.975
H14 0.389 8.092 -4.344
H15 -2.580 4.724 -3.859
H16 -3.656 2.924 -5.039
H17 -2.044 1.866 -7.449
H18 -4.790 1.114 -6.300
H19 -5.915 -0.624 -7.458
H20 -6.050 -2.332 -9.268
H21 -4.159 -2.566 -10.895
H22 -2.155 -1.087 -10.692
H23 -2.029 0.591 -8.909
H24 -0.582 2.973 -7.233
H25 2.052 6.590 -7.213
H26 2.717 5.777 -8.660
H27 0.958 6.053 -8.514
H28 1.418 2.401 -7.873
H29 0.635 3.608 -8.947
H30 2.392 3.370 -8.993
H31 2.821 3.176 -5.945
H32 3.829 4.057 -7.129
H33 3.139 4.916 -5.722

Computed Mulliken charges, given in elementary charges: O -0.60; N 0.93; O -0.60; C 0.01; C -0.43; C -0.25; C -0.11; S 0.90; C -0.72; Cl -0.08; O -0.66; O -0.66; C -0.26; C -0.44; H 0.42; H 0.44; H 0.34; H 0.39; H 0.42; C -1.69; C 2.20; C -2.09; C -1.69; C -0.33; C -0.29; C -0.34; C -0.68; C 0.65; C -0.75; C 0.98; C -0.54; C -0.53; C -0.37; C -0.69; C -0.17; C -0.31; C -0.89; C 2.25; C -1.73; C -2.09; C -1.71; C 1.90; O -0.84; H 0.36; H 0.45; H 0.34; H 0.38; H 0.41; H 0.41; H 0.33; H 0.45; H 0.35; H 0.42; H 0.41; H -0.44; H 0.32; H 0.33; H 0.35; H 0.35; H 0.36; H 0.39; H 0.15; H 0.36; H 0.44; H 0.35; H 0.41; H 0.39; H 0.44; H 0.35; H 0.44; H 0.37